(1)
CH8Na8O7 as an isolated structure at a distorted geometry, computed with the ωB97M-V functional and the def2-TZVPD basis.

```
24
CH8Na8O7 | the Open Molecules 2025 dataset | the ωB97M-V functional and the def2-TZVPD basis
Na 2.787 -0.204 -2.473
O 1.337 -1.171 2.357
O 2.609 1.662 -0.911
Na -2.713 -3.020 -1.735
H -2.118 0.561 2.754
Na -3.190 -0.844 0.570
H 0.403 3.281 0.259
O -1.029 0.523 -0.116
O 0.429 2.595 0.926
Na 0.422 2.099 -2.451
C -0.500 -0.389 -0.678
H 1.338 -1.991 1.863
Na 1.236 -2.990 -1.148
H -0.965 0.472 1.778
Na -3.040 2.066 -0.916
H 1.993 1.107 -0.432
O -0.631 -1.526 -0.230
O 0.289 -0.207 -1.646
H 3.420 1.612 -0.406
Na -0.327 -1.146 -3.905
O -1.304 0.086 2.585
Na -0.770 -3.610 1.088
H -0.111 1.891 0.566
H 0.434 -0.858 2.302
```

Output
- charge = +6
- lowest unoccupied orbital energy (Ha) = -0.811
- gap between HOMO and LUMO (eV) = 5.67
- calculated total energy (eV) = -50756.332



(2)
A 3-piece molecular cluster, CH8O2S2 overall at a distorted geometry, computed with the ωB97M-V functional and the def2-TZVPD basis.

```
13
CH8O2S2 | the Open Molecules 2025 dataset | the ωB97M-V functional and the def2-TZVPD basis
O 2.503 -1.040 0.367
H 2.469 -0.925 -0.600
H 0.236 -1.124 1.025
H -0.138 -2.340 0.224
H -0.196 2.600 0.503
H -1.903 -1.035 -1.401
S -0.141 0.958 -1.238
H -0.706 1.054 1.221
H -1.849 1.861 0.277
C -0.765 1.674 0.319
H 2.700 -0.169 0.757
O -0.530 -1.608 0.691
S -1.680 0.095 -2.146
```

Output
- charge = -1
- lowest unoccupied orbital energy (spin up / spin down) (Ha) = 0.117 / 0.125
- ⟨S²⟩ = 0.7507
- gap between HOMO and LUMO (spin up / spin down) (eV) = 2.47 / 8.59
- calculated total energy (eV) = -26931.413
- ΔE to the lowest compared entry with this formula, charge and spin (kJ/mol) = 68.1
- 2S+1 = 2



(3)
A 2-piece molecular cluster, CH8O2Si2 overall at a distorted geometry, computed with the ωB97M-V functional and the def2-TZVPD basis.

```
13
CH8O2Si2 | the Open Molecules 2025 dataset | the ωB97M-V functional and the def2-TZVPD basis
H 0.618 1.118 1.695
O -1.582 0.056 -1.278
Si 0.728 -1.714 0.297
H -2.469 -0.529 0.730
H -1.478 0.506 -2.171
C -1.020 0.417 -0.130
O -1.955 0.274 0.935
Si 0.163 1.690 0.404
H 1.957 -2.165 1.053
H -0.147 -2.737 0.542
H 1.246 -1.671 -1.116
H -0.314 3.071 0.392
H 1.325 1.757 -0.513
```

Output
- lowest unoccupied orbital energy (spin up / spin down) (Ha) = -0.005 / -0.005
- gap between HOMO and LUMO (spin up / spin down) (eV) = 7.42 / 7.42
- calculated total energy (eV) = -21012.475
- ΔE to the lowest compared entry with this formula, charge and spin (kJ/mol) = 403.0



(4)
A 4-piece molecular cluster, CH8O4 overall at a distorted geometry, computed with the ωB97M-V functional and the def2-TZVPD basis.

```
13
CH8O4 | the Open Molecules 2025 dataset | the ωB97M-V functional and the def2-TZVPD basis
H -0.657 -1.778 1.105
O 2.159 -0.395 -0.472
H 1.342 -0.925 -0.409
H 0.583 -2.389 1.597
O 0.279 -1.847 0.876
H 0.465 0.543 -1.984
H -1.777 1.837 0.237
H -0.858 1.683 1.937
O -0.348 0.861 -2.355
H 2.915 -0.985 -0.411
H -0.081 1.675 -2.836
C -1.638 1.370 1.230
O -2.384 0.350 1.484
```

Output
- charge = -1
- lowest unoccupied orbital energy (spin up / spin down) (Ha) = 0.126 / 0.124
- ⟨S²⟩ = 0.7531
- gap between HOMO and LUMO (spin up / spin down) (eV) = 2.70 / 6.02
- calculated total energy (eV) = -9354.965
- ΔE to the lowest compared entry with this formula, charge and spin (kJ/mol) = 80.8
- 2S+1 = 2



(5)
A 4-piece molecular cluster, CH8O4 overall at a distorted geometry, computed with the ωB97M-V functional and the def2-TZVPD basis.

```
13
CH8O4 | the Open Molecules 2025 dataset | the ωB97M-V functional and the def2-TZVPD basis
C 2.148 -0.417 -1.789
O -0.318 2.040 -4.291
O -1.537 -2.056 0.005
O 1.643 0.564 -2.273
H -2.146 -2.301 0.703
H 3.038 -0.347 -1.037
H -1.293 0.417 6.272
H 0.263 1.462 -3.866
O -0.393 0.553 5.908
H 1.593 -1.390 -1.753
H -0.095 1.147 6.521
H -1.781 -1.178 -0.176
H -1.120 1.505 -4.224
```

Output
- lowest unoccupied orbital energy (Ha) = 0.020
- gap between HOMO and LUMO (eV) = 11.00
- calculated total energy (eV) = -9355.281
- SMILES string = C=O.O.O.O
- ΔE to the lowest compared entry with this formula, charge and spin (kJ/mol) = 96.6



(6)
A 4-piece molecular cluster, CH8O4 overall at a distorted geometry, computed with the ωB97M-V functional and the def2-TZVPD basis.

```
13
CH8O4 | the Open Molecules 2025 dataset | the ωB97M-V functional and the def2-TZVPD basis
H 1.050 -2.018 0.862
H 1.760 -1.689 2.212
C 1.284 0.218 -2.028
H -1.463 2.480 1.177
H 0.994 -0.586 -1.340
H -1.339 1.700 2.594
O -1.367 1.653 1.642
H -1.336 -0.460 0.048
O 0.916 -1.821 1.791
H 0.454 0.612 -2.640
O -1.371 -0.712 -0.885
H -1.961 -0.065 -1.276
O 2.380 0.688 -2.158
```

Output
- lowest unoccupied orbital energy (Ha) = 0.017
- gap between HOMO and LUMO (eV) = 10.34
- calculated total energy (eV) = -9355.695
- SMILES string = C=O.O.O.O
- ΔE to the lowest compared entry with this formula, charge and spin (kJ/mol) = 56.7



(7)
A 4-piece molecular cluster, CH8O5 overall at a distorted geometry, computed with the ωB97M-V functional and the def2-TZVPD basis.

```
14
CH8O5 | the Open Molecules 2025 dataset | the ωB97M-V functional and the def2-TZVPD basis
O -1.299 -1.461 -1.039
H 0.158 -0.898 -1.020
H -2.832 1.159 0.712
O 1.134 -0.746 -0.890
H 0.695 1.425 1.058
O 0.075 1.993 0.557
O -2.377 0.682 0.009
C 1.633 -0.857 0.356
H -1.764 -2.264 -1.124
H -1.461 1.132 -0.109
O 1.820 0.105 1.122
H 0.647 2.750 0.213
H 1.897 -1.874 0.702
H -1.970 -0.878 -0.640
```

Output
- charge = +1
- lowest unoccupied orbital energy (spin up / spin down) (Ha) = -0.213 / -0.395
- ⟨S²⟩ = 0.7590
- gap between HOMO and LUMO (spin up / spin down) (eV) = 9.61 / 4.68
- calculated total energy (eV) = -11393.597
- ΔE to the lowest compared entry with this formula, charge and spin (kJ/mol) = 133.9
- 2S+1 = 2



(8)
CH8O8P2 as an isolated structure at a distorted geometry, computed with the ωB97M-V functional and the def2-TZVPD basis.

```
19
CH8O8P2 | the Open Molecules 2025 dataset | the ωB97M-V functional and the def2-TZVPD basis
O 1.786 -0.630 0.524
H 0.909 -0.315 -2.009
O 1.586 1.378 -0.358
O -0.733 -0.026 0.701
H -3.448 -1.770 0.376
H 3.393 0.404 -0.201
P -2.222 -0.041 -0.011
H 1.584 2.424 -0.285
O -2.234 0.613 -1.409
O -3.013 0.828 1.010
H -0.057 -2.638 1.217
O 0.253 -0.733 -1.519
P 0.396 -0.937 0.007
C 2.494 0.619 0.296
H -2.083 0.052 -2.266
H -2.351 1.338 1.628
O -2.708 -1.511 -0.111
H 2.857 1.143 1.234
O 0.120 -2.425 0.274
```

Output
- charge = +2
- lowest unoccupied orbital energy (Ha) = -0.272
- gap between HOMO and LUMO (eV) = 11.59
- calculated total energy (eV) = -36111.407
- ΔE to the lowest compared entry with this formula, charge and spin (kJ/mol) = 59.2



(9)
A 2-piece molecular cluster, CH9N2O overall, computed with the ωB97M-V functional and the def2-TZVPD basis.

```
13
CH9N2O | the Open Molecules 2025 dataset | the ωB97M-V functional and the def2-TZVPD basis
H -1.193 -0.875 -1.067
H 2.452 0.733 -0.180
H -2.276 -0.568 0.288
H -0.263 0.769 1.196
N 1.945 1.314 -0.852
H 2.025 2.259 -0.481
H 2.552 1.340 -1.676
N -0.564 0.654 0.227
H -1.146 1.454 0.005
O -0.515 -1.547 0.763
H 0.298 0.774 -0.383
H -0.410 -2.407 0.326
C -1.240 -0.669 0.001
```

Output
- charge = +1
- lowest unoccupied orbital energy (Ha) = -0.122
- gap between HOMO and LUMO (eV) = 12.25
- calculated total energy (eV) = -6204.335
- ΔE to the lowest compared entry with this formula, charge and spin (kJ/mol) = 27.4



(10)
A 3-piece molecular cluster, CH9N2O2 overall at a distorted geometry, computed with the ωB97M-V functional and the def2-TZVPD basis.

```
14
CH9N2O2 | the Open Molecules 2025 dataset | the ωB97M-V functional and the def2-TZVPD basis
O -2.826 -1.015 -1.612
H -0.590 0.387 0.723
H 1.009 -1.786 -0.906
N 1.930 -0.249 0.112
H -3.097 -1.940 -1.624
N -0.420 -0.582 0.194
H 2.814 -0.384 -0.311
H 1.797 0.524 0.785
H 1.430 2.548 2.124
O 1.018 2.124 1.370
C 0.795 -0.962 -0.215
H -3.474 -0.514 -1.111
H -1.251 -0.985 -0.279
H 0.866 2.835 0.751
```

Output
- lowest unoccupied orbital energy (spin up / spin down) (Ha) = 0.026 / 0.023
- ⟨S²⟩ = 0.7532
- gap between HOMO and LUMO (spin up / spin down) (eV) = 4.15 / 8.87
- calculated total energy (eV) = -8255.761
- ΔE to the lowest compared entry with this formula, charge and spin (kJ/mol) = 51.1
- 2S+1 = 2